# 1
Molecular formula: C37H55BrCl2KN2O5P2
Method: DFT, ωB97M-V/def2-TZVPD

XYZ file:
```
105
Properties=species:S:1:pos:R:3:forces:R:3
K -0.294714 0.098167 -0.171201 0.86 -0.72 0.73
C -1.450835 -2.880026 2.138131 0.14 -0.05 -0.04
O -1.492355 -1.487830 1.932137 0.04 -0.01 -0.12
C -2.392270 -0.848649 2.808951 -0.04 0.14 0.00
C -2.345434 0.636657 2.559014 -0.03 -0.05 0.09
O -1.066322 1.120999 2.956543 0.03 -0.04 0.03
C -0.821900 2.436881 2.485988 0.12 0.10 0.24
C 0.617751 2.813040 2.752189 0.04 -0.07 -0.12
O 1.435881 2.006407 1.923940 -0.27 -0.04 0.12
C 2.812155 2.247177 2.073742 0.03 -0.16 0.09
H -2.441055 -3.326145 1.985490 0.01 -0.03 0.00
H -0.753849 -3.302350 1.414169 -0.04 0.01 0.06
H -1.109896 -3.112671 3.157824 -0.05 -0.01 -0.07
H -3.412154 -1.220866 2.632996 0.02 0.06 0.02
H -2.116909 -1.080604 3.848014 -0.01 0.05 0.03
H -2.509738 0.855038 1.502808 -0.10 -0.01 -0.01
H -3.154072 1.131448 3.117601 0.14 0.00 0.02
H -0.984934 2.487036 1.412864 -0.24 0.05 -0.24
H -1.507288 3.144348 2.977481 0.12 -0.01 -0.06
H 0.765880 3.874112 2.494503 -0.06 -0.06 0.07
H 0.876137 2.679254 3.814523 0.02 -0.07 -0.09
H 3.064942 3.279900 1.801155 0.02 0.02 0.01
H 3.132031 2.069310 3.112343 0.00 0.02 -0.08
H 3.339724 1.558019 1.408144 -0.27 0.20 0.35
C 4.506188 2.019696 -0.793514 0.03 -0.13 -0.07
C 3.305835 2.725247 -1.423811 -0.14 0.12 0.05
C 3.773962 3.757909 -2.449541 -0.01 -0.02 -0.06
P 1.963372 1.460503 -1.784290 0.48 -0.18 -0.12
C 0.725684 2.294704 -2.885911 -0.03 0.06 -0.08
C 1.088979 2.490514 -4.354849 0.00 -0.11 0.06
C 0.252518 3.590719 -2.229780 -0.12 0.02 -0.14
C 2.718009 0.179779 -2.857357 -0.05 0.03 0.01
C 3.812498 0.382328 -3.688603 0.09 0.18 0.09
C 4.416719 -0.643270 -4.396844 0.06 -0.04 -0.05
C 3.884982 -1.923353 -4.279046 0.08 -0.05 -0.08
C 2.780152 -2.161483 -3.495229 0.02 -0.08 -0.06
C 2.142635 -1.124686 -2.775579 0.07 0.20 0.09
N 0.974819 -1.283288 -2.116538 -0.14 -0.13 0.02
C 0.574760 -2.499308 -1.645867 -0.15 0.12 -0.13
C 1.433775 -3.453198 -1.064781 0.05 -0.03 0.01
C 0.956492 -4.652928 -0.586542 0.00 -0.12 0.08
C -0.400242 -4.952139 -0.645054 -0.01 -0.07 0.03
C -1.264430 -4.012211 -1.184298 -0.20 0.00 0.02
C -0.816708 -2.794243 -1.676936 0.03 0.13 -0.15
P -1.833963 -1.459890 -2.425910 -0.03 -0.09 0.13
C -3.608766 -1.959854 -2.170615 -0.09 0.11 -0.28
C -3.959301 -1.911225 -0.689789 -0.03 0.01 0.09
C -4.180729 -3.199195 -2.856328 -0.01 -0.04 0.02
C -1.640966 -1.709418 -4.264065 -0.21 -0.03 -0.06
C -1.118502 -3.077705 -4.677995 -0.02 -0.02 -0.03
C -0.794807 -0.606181 -4.885092 0.04 0.02 -0.05
H 5.086607 2.724067 -0.194394 0.06 0.05 0.05
H 4.203899 1.190907 -0.151615 0.08 0.02 -0.20
H 5.166332 1.607717 -1.552861 0.06 -0.08 -0.13
H 2.834718 3.293577 -0.607808 -0.07 -0.05 -0.13
H 4.214916 3.306306 -3.334716 0.04 -0.07 -0.06
H 2.969182 4.408106 -2.783624 -0.04 0.00 -0.03
H 4.540425 4.394871 -2.000916 0.06 0.05 0.05
H -0.112068 1.586622 -2.849817 -0.01 -0.03 0.02
H 1.856812 3.247818 -4.486294 0.18 0.13 0.01
H 1.449221 1.564870 -4.804189 0.00 0.00 0.01
H 0.212158 2.819377 -4.915506 -0.10 0.03 -0.04
H 1.051666 4.326566 -2.162075 0.06 0.06 0.02
H -0.552572 4.040428 -2.813717 -0.05 0.00 -0.02
H -0.139374 3.412952 -1.231877 -0.04 -0.06 0.16
H 4.221362 1.378431 -3.784403 0.03 0.04 0.01
H 5.273905 -0.448509 -5.027547 0.02 0.00 -0.01
H 4.331470 -2.748442 -4.821863 0.03 -0.02 -0.04
H 2.364463 -3.159733 -3.446421 0.00 -0.01 -0.01
H 2.488590 -3.230597 -1.015633 0.08 0.00 0.00
H 1.650075 -5.365697 -0.156420 0.04 -0.04 0.02
H -0.780895 -5.893693 -0.272239 0.00 -0.04 0.01
H -2.319718 -4.240278 -1.217356 0.01 -0.04 0.01
H -4.112775 -1.093009 -2.627042 0.08 -0.14 0.04
H -3.494790 -2.726388 -0.137164 0.04 -0.08 0.06
H -3.630269 -0.976298 -0.236159 0.04 0.10 0.01
H -5.039228 -1.984443 -0.556490 -0.10 -0.01 0.04
H -3.798983 -4.132833 -2.449886 0.03 -0.05 0.04
H -5.266047 -3.218742 -2.736012 -0.09 0.01 0.02
H -3.974584 -3.208153 -3.923637 0.03 0.03 -0.13
H -2.669661 -1.587276 -4.639102 0.13 -0.03 0.05
H -0.088477 -3.200887 -4.347879 0.12 0.01 0.04
H -1.693484 -3.894034 -4.245026 -0.07 -0.06 0.03
H -1.132876 -3.178984 -5.765717 -0.01 -0.01 -0.07
H 0.245947 -0.697085 -4.582806 0.09 -0.01 0.04
H -0.842150 -0.663783 -5.973777 0.01 0.00 -0.12
H -1.139474 0.381013 -4.585675 -0.07 0.12 0.03
Br 4.512116 -1.742890 0.166815 0.02 -0.01 0.01
C 3.310149 -1.957771 1.628710 0.18 -0.11 -0.10
C 3.530502 -3.000960 2.519699 0.01 0.12 -0.14
C 2.667813 -3.097207 3.591374 -0.14 0.03 0.10
C 1.651289 -2.161869 3.726772 0.03 -0.02 -0.05
C 1.525519 -1.172333 2.766297 -0.03 -0.11 0.17
N 2.344640 -1.079531 1.720333 0.12 0.15 -0.17
H 4.343334 -3.692072 2.371937 0.08 -0.05 -0.03
H 2.792299 -3.890376 4.315670 -0.01 -0.04 0.05
H 0.960005 -2.195407 4.553995 -0.06 -0.01 0.10
H 0.751056 -0.425199 2.828033 -0.16 0.15 0.02
Cl -5.000541 1.570263 -2.605555 -0.04 -0.04 0.00
C -3.462736 2.354778 -2.161984 -0.09 0.05 -0.44
Cl -3.573021 4.103689 -2.504654 0.05 0.02 0.01
C -3.115870 2.116118 -0.674896 -0.19 0.07 -0.17
O -3.937551 2.415575 0.177025 -0.54 0.22 0.38
O -1.983194 1.613697 -0.529028 0.05 0.51 -0.12
H -2.699774 1.943456 -2.821164 -0.08 0.06 0.16
```
Positions in Å, forces in eV/Å.

Values from the calculation:
Net charge: -1
Highest occupied orbital energy, eV: -3.69
Gap between HOMO and LUMO, Ha: 0.208
Calculated total energy, eV: -182472.73100

These are the Löwdin partial charges, in e, on atoms 1 to 5: atom 1 (K): 0.600, atom 2 (C): -0.097, atom 3 (O): -0.246, atom 4 (C): -0.198, atom 5 (C): -0.180

# 2
Molecular formula: C3H5N3O
Method: DFT, ωB97M-V/def2-TZVPD

XYZ file:
```
12
Properties=species:S:1:pos:R:3:forces:R:3
O 1.788207 1.496380 0.088518 0.09 -0.42 -0.02
C 0.511115 1.150181 0.339288 -0.13 0.08 0.07
C 0.074133 -0.158921 0.819793 0.09 0.31 -0.39
N 0.743631 -1.135846 0.062042 -0.77 0.22 -0.27
N -0.224996 -1.600658 -0.635459 0.14 0.13 0.17
C -1.545458 -1.006565 -0.340571 0.23 -0.21 0.25
N -1.255780 -0.235855 0.738306 0.25 -0.14 -0.52
H 2.292156 0.698353 -0.144715 -0.09 0.22 0.11
H -0.220517 0.876048 -0.928434 0.04 -0.04 0.09
H -0.078077 2.018123 0.635321 0.01 -0.29 -0.02
H -0.037257 -2.317875 -1.335074 -0.10 0.23 0.18
H -1.095284 0.216071 -1.142944 0.23 -0.09 0.34
```
Positions in Å, forces in eV/Å.

Values from the calculation:
ΔE to the lowest compared entry with this formula, charge and spin, kJ/mol: 762.5
Highest occupied orbital energy (alpha / beta), eV: -8.83 / -8.83
Gap between HOMO and LUMO (alpha / beta), Ha: 0.291 / 0.291
Calculated total energy, eV: -9702.68114

These are the Löwdin partial charges, in e, on atoms 1 to 5: atom 1 (O): 0.025, atom 2 (C): -0.204, atom 3 (C): -0.395, atom 4 (N): 0.112, atom 5 (N): -0.029

# 3
Molecular formula: CH7N3O2
Method: DFT, ωB97M-V/def2-TZVPD

XYZ file:
```
13
Properties=species:S:1:pos:R:3:forces:R:3
C -1.426580 -0.285643 -0.773988 0.00 0.64 -0.60
N -0.411529 -0.744406 0.154866 1.26 -0.45 -0.25
N 0.983288 -0.699536 -0.376631 -1.83 -1.23 -1.87
O 1.630599 -1.692814 -0.079913 -0.02 1.59 0.14
O 1.245859 0.175932 -1.187844 -0.06 -1.08 1.50
H -2.415723 -0.367864 -0.311887 0.34 -0.07 0.16
H -1.433880 -0.848546 -1.712211 0.04 0.02 0.03
H -1.251947 0.770357 -1.005410 -0.06 -0.24 0.07
H -0.514831 -1.728512 0.378799 0.10 0.05 0.12
N 0.841801 1.484010 1.394610 -1.87 -0.93 0.17
H 0.148569 0.622244 1.380542 2.63 2.48 0.24
H 0.783979 1.974786 0.503118 0.08 -0.32 0.39
H 1.820395 1.339993 1.635949 -0.60 -0.47 -0.09
```
Positions in Å, forces in eV/Å.

Values from the calculation:
ΔE to the lowest compared entry with this formula, charge and spin, kJ/mol: 325.6
Highest occupied orbital energy, eV: -9.16
Gap between HOMO and LUMO, Ha: 0.336
Calculated total energy, eV: -9711.84499

These are the Löwdin partial charges, in e, on atoms 1 to 5: atom 1 (C): -0.091, atom 2 (N): -0.036, atom 3 (N): -0.409, atom 4 (O): 0.070, atom 5 (O): 0.062

Question: Which of these has the highest calculated total energy?
Answer: C3H5N3O